Here is a cluster of 2 separate species, C18H33Br2ClFN3O3S in total at a distorted geometry from the OMol25 dataset. Energies are from wB97M-V/def2-TZVPD.

Output
electronic energy = -195968.65430 eV
E_HOMO = -0.17579 Eh

Last column: natural (NBO) charge in e.
Geometry (Å):
C -4.69222 -3.65901 2.02156  -0.673
C -3.32090 -3.38470 1.49871  -0.036
Br -2.53129 -4.85383 0.58747  0.069
C -2.65703 -2.22464 1.55060  -0.165
Br -3.57783 -0.72667 2.19772  0.151
C -1.28546 -2.00214 0.97131  -0.087
C -0.67593 -0.61732 0.78450  -0.505
S -0.46025 0.41833 2.26557  2.409
O -0.92564 -0.20199 3.46680  -0.933
O -0.94784 1.70203 1.91717  -0.868
F 1.09906 0.44296 2.35729  -0.469
C 0.67998 -1.00373 0.14437  -0.490
C 1.13514 -2.14164 1.03616  -0.029
Cl 2.11320 -3.38657 0.27227  0.012
N -0.13516 -2.80334 1.58799  -0.426
C -0.12807 -3.01504 3.08472  -0.234
C 0.07105 -4.47348 3.47881  -0.245
N -0.24127 -4.72536 4.88259  -0.812
H -5.06280 -4.60923 1.65462  0.240
H -5.37396 -2.86841 1.71950  0.252
H -4.67473 -3.69692 3.10997  0.244
H -1.33039 -2.38039 -0.05167  0.261
H -1.22361 -0.00305 0.07735  0.317
H 0.54566 -1.27568 -0.89858  0.277
H 1.39455 -0.16759 0.10952  0.375
H 1.72337 -1.76221 1.86040  0.232
H -0.13150 -3.73067 1.16062  0.468
H 0.68451 -2.41760 3.48563  0.225
H -1.04574 -2.60922 3.49596  0.245
H 1.10800 -4.75905 3.30073  0.201
H -0.56184 -5.11418 2.87091  0.200
H -1.21725 -4.96561 4.99557  0.362
H -0.07513 -3.91456 5.46594  0.361
C 2.93574 3.98322 -1.23788  -0.608
C 1.59622 3.23045 -1.16656  0.099
C 0.48669 4.18468 -1.62230  -0.403
C 0.48466 4.45253 -3.13079  -0.411
C 1.00465 3.25291 -3.94045  -0.399
C 0.88906 1.91423 -3.21135  0.116
N 1.66532 1.98054 -1.98850  -0.219
O 1.48162 0.77276 -1.26356  -0.883
C 1.52191 0.83242 -4.08844  -0.596
C -0.59553 1.53897 -3.01005  -0.641
C 1.33500 2.78812 0.25115  -0.599
H 3.73796 3.32002 -0.91083  0.212
H 2.92940 4.87207 -0.59805  0.187
H 3.15409 4.29579 -2.26081  0.200
H -0.47977 3.76894 -1.32633  0.193
H 0.58337 5.12271 -1.06767  0.201
H -0.53628 4.68903 -3.44156  0.197
H 1.07858 5.33880 -3.36403  0.201
H 0.46015 3.19001 -4.88666  0.199
H 2.05674 3.39441 -4.20189  0.205
H 2.58926 1.02700 -4.19250  0.213
H 1.06139 0.82390 -5.08278  0.181
H 1.39546 -0.14672 -3.62923  0.216
H -1.10743 1.46381 -3.97399  0.194
H -1.13065 2.26991 -2.40340  0.196
H -0.65128 0.56956 -2.51026  0.206
H 1.24219 3.62704 0.95387  0.188
H 2.12506 2.12971 0.59927  0.214
H 0.40775 2.24371 0.24346  0.211

Forces on atoms 1 to 2 (eV/Å):
C 0.044 -0.020 -0.015
C 0.163 0.301 -0.154


Here is an isolated molecule of C10H12N2 at a distorted geometry from the OMol25 dataset. Energies are from wB97M-V/def2-TZVPD.

Output
electronic energy = -13540.16198 eV
energy relative to the best compared isomer or geometry (same formula, charge and spin) = 107.0 kcal per mole
E_HOMO (spin up / spin down) = -0.27832 / -0.27830 Eh

Last column: natural (NBO) charge in e.
Geometry (Å):
C -2.05091 -1.02172 2.14116  -0.205
C -2.84453 -0.88560 0.96400  -0.199
C -0.79494 -0.56130 2.13445  -0.184
C -2.33978 -0.48732 -0.25331  -0.220
C -0.20615 -0.13091 0.95960  -0.068
C -0.98104 -0.01800 -0.26335  0.032
C 1.21488 0.23728 0.92822  -0.211
C 2.03411 0.17930 2.01428  -0.366
C -0.49474 0.56986 -1.51081  -0.483
C 0.77715 -0.02626 -2.01137  -0.097
N 2.90122 0.48224 -2.79466  -0.575
N 1.77840 0.74601 -2.36731  -0.150
H -2.59890 -1.40313 2.95007  0.212
H -3.79235 -1.32792 1.10089  0.206
H -0.08653 -0.67035 2.92311  0.211
H -2.92561 -0.23247 -1.17371  0.213
H 3.12370 0.26435 1.97260  0.202
H 1.73520 0.13138 3.09999  0.187
H -1.23078 0.32011 -2.17521  0.218
H -0.52445 1.58677 -1.53266  0.215
H 0.87157 -1.06085 -1.89776  0.206
H 3.46243 1.25230 -2.86988  0.319
H 1.59529 0.23039 -0.00909  0.203
H 1.37678 1.82584 -2.32925  0.335

Forces on atoms 1 to 2 (eV/Å):
C -2.174 0.793 -2.205
C 0.937 -1.130 0.769


Here is a cluster of 2 separate species, FH5S2Si2 in total at a distorted geometry from the OMol25 dataset. Energies are from wB97M-V/def2-TZVPD.

Output
electronic energy = -40223.41443 eV
multiplicity = 3
energy relative to the best compared isomer or geometry (same formula, charge and spin) = 0.0 kcal per mole
E_HOMO (spin up / spin down) = -0.26704 / -0.35736 Eh

Last column: natural (NBO) charge in e.
Geometry (Å):
F -0.08470 -2.76014 0.76720  -0.675
Si -1.27038 2.30433 0.52781  0.483
Si 0.12900 -1.33691 0.03874  1.251
S 2.23324 -0.92509 0.49520  -0.474
S -0.10608 -1.85420 -2.06466  -0.434
H -0.23967 2.77421 1.44364  -0.156
H -1.31815 2.89777 -0.79948  -0.160
H -2.55437 1.93377 1.09979  -0.160
H 2.49581 -2.13180 0.97818  0.168
H 0.71529 -0.90194 -2.48642  0.156

Forces on atoms 1 to 2 (eV/Å):
F -0.306 0.030 0.054
Si 0.247 -0.466 -0.210


Here is an isolated molecule of C5H13NO at a distorted geometry from the OMol25 dataset. Energies are from wB97M-V/def2-TZVPD.

Output
electronic energy = -8932.21555 eV
SMILES = CCCCNCO
energy relative to the best compared isomer or geometry (same formula, charge and spin) = 41.4 kcal per mole
E_HOMO = -0.30772 Eh

Last column: natural (NBO) charge in e.
Geometry (Å):
C 0.04612 -1.06840 0.07027  -0.203
N 0.50187 -0.47733 1.28073  -0.670
C 1.76921 -0.89186 1.75899  0.129
O 1.82944 -0.39204 3.10088  -0.722
C -1.18065 -0.30328 -0.47029  -0.413
C -0.79193 1.12997 -0.82512  -0.418
C -1.25496 1.48917 -2.27528  -0.606
H -0.19816 -2.14229 0.15666  0.163
H 0.75907 -0.97336 -0.75767  0.176
H -0.13619 -0.06368 1.90965  0.397
H 1.85013 -1.98631 1.87446  0.122
H 2.57803 -0.55888 1.10300  0.139
H 2.73231 -0.41032 3.38728  0.469
H -1.65676 -0.81619 -1.32031  0.210
H -2.07946 -0.43696 0.14811  0.208
H 0.29096 1.26377 -0.87865  0.205
H -1.07010 1.97561 -0.19717  0.211
H -0.42815 1.29317 -2.97422  0.199
H -1.53737 2.53141 -2.41217  0.207
H -2.02340 0.83780 -2.67914  0.199

Forces on atoms 1 to 2 (eV/Å):
C -1.591 -0.054 -0.755
N 1.024 -0.086 -1.325


Here is a structure of composition C39H27F4N7Ti from the OMol25 dataset. Energies are from wB97M-V/def2-TZVPD.

Output
electronic energy = -85277.21667 eV
energy relative to the best compared isomer or geometry (same formula, charge and spin) = 74.0 kcal per mole
E_HOMO = -0.51302 Eh
total charge = +2

Last column: Mulliken charge in e.
Geometry (Å):
Ti -1.62861 -0.16348 0.90037  -1.518
N -0.69121 4.04822 0.46628  0.006
C 0.21234 3.58212 -0.33960  0.118
C 2.84169 3.71139 -0.86911  -0.747
C 2.58742 4.29844 -2.23562  -1.051
C 1.56080 3.96120 -3.01306  -0.925
C 0.45777 3.06620 -2.68739  -0.688
C -0.19426 2.84740 -1.51495  1.763
C -1.50379 2.10833 -1.56369  -0.790
C -2.38633 2.49837 -2.56592  -0.604
C -3.52559 1.75860 -2.88490  -1.044
C -3.78340 0.58033 -2.22256  -1.361
C -2.93433 0.20986 -1.17775  -0.267
C -1.82904 0.96929 -0.78493  1.456
H -0.44427 4.62222 1.26661  0.351
H -1.67525 3.90731 0.26678  0.356
H 3.63084 4.29579 -0.38702  1.048
H 3.35236 4.96118 -2.62070  0.559
H 1.53340 4.35091 -4.02406  0.507
H 0.01265 2.58704 -3.55373  0.751
H -2.17714 3.39679 -3.13412  0.626
H -4.17939 2.09935 -3.67626  0.454
H -4.62156 -0.04529 -2.49645  0.539
H -3.16292 -0.74369 -0.70037  0.485
C -0.03657 -4.17919 3.57958  -1.347
C 0.42045 -2.84398 2.98891  -0.677
C 0.85651 -2.96809 1.54881  0.781
C 2.13867 -3.43264 1.26817  -0.743
C 2.56850 -3.59537 -0.03715  -1.183
C 1.72041 -3.29344 -1.09356  -0.871
C 0.43630 -2.81922 -0.86628  0.830
C -0.45964 -2.48571 -2.03075  -0.056
C -1.50657 -3.56395 -2.31368  -1.417
C 0.02215 -2.68060 0.46254  -0.317
N -1.27487 -2.10560 0.73652  2.762
C -2.29597 -2.85505 1.14212  -0.152
C -3.43363 -2.20712 1.60425  -0.670
C -4.68660 -2.61648 2.07353  -0.966
C -5.37557 -1.46264 2.42521  -0.749
C -4.52969 -0.38053 2.16986  -0.556
N -3.35551 -0.80536 1.67350  0.651
H -0.30248 -4.06609 4.62963  0.427
H 0.75834 -4.92125 3.50905  0.383
H -0.90480 -4.58133 3.05289  0.263
H 1.26651 -2.47084 3.57116  0.368
H -0.38184 -2.10937 3.09606  -0.074
H 2.80566 -3.65938 2.09127  0.545
H 3.57074 -3.95137 -0.23495  0.472
H 2.06424 -3.41375 -2.11349  0.517
H 0.16779 -2.35273 -2.91366  0.645
H -0.95696 -1.52435 -1.86853  -0.546
H -1.02982 -4.53091 -2.47238  0.374
H -2.08522 -3.32314 -3.20511  0.445
H -2.20562 -3.67420 -1.48088  0.231
H -2.20551 -3.93673 1.11172  0.695
H -5.03327 -3.63487 2.15052  0.565
H -6.37041 -1.39768 2.83269  0.485
H -4.72609 0.66867 2.33059  0.519
F 0.77504 -0.04195 0.14621  0.584
C 1.72530 0.93770 0.16057  -0.442
C 2.40553 1.17464 -0.94783  1.066
F 2.18146 0.47728 -2.05681  -0.436
C 3.36294 2.29394 -1.03154  0.332
C 1.66271 3.86843 0.11008  1.204
C 1.83013 3.01485 1.37705  -0.389
F 1.83443 3.73931 2.47916  -0.347
C 1.80814 1.68598 1.41556  0.355
C 1.54015 0.92995 2.67616  -0.456
C 0.22074 0.75780 2.73381  0.668
N -0.95260 0.69912 2.50026  -0.735
C 2.50406 0.25982 3.46916  -0.095
N 3.30316 -0.28051 4.09460  -0.485
F 1.65149 5.18952 0.49879  -0.412
C 4.64982 2.04823 -1.32443  1.458
C 5.57824 3.13185 -1.47866  -0.303
N 6.24010 4.06261 -1.59541  -0.473
C 5.11925 0.70336 -1.49782  -0.282
N 5.46813 -0.38550 -1.59493  -0.472

Forces on atoms 1 to 2 (eV/Å):
Ti -0.100 -0.205 -0.047
N -0.006 -0.002 0.000


Here is an isolated molecule of C5H2O at a distorted geometry from the OMol25 dataset. Energies are from wB97M-V/def2-TZVPD.

Output
electronic energy = -7257.85297 eV
energy relative to the best compared isomer or geometry (same formula, charge and spin) = 61.2 kcal per mole
E_HOMO = -0.36426 Eh

Last column: natural (NBO) charge in e.
Geometry (Å):
C -2.03324 -1.31431 -0.00335  -0.020
C -0.64679 -0.81302 -0.00447  -0.011
C 1.73869 0.29060 -0.00176  0.329
C -1.87639 -0.01636 0.00685  -0.184
C 0.41404 -0.17697 0.00120  -0.010
O 2.73393 -0.38992 0.00264  -0.496
H 1.78217 1.39873 -0.01620  0.128
H -2.11241 1.02125 0.01509  0.264

Forces on atoms 1 to 2 (eV/Å):
C -0.479 0.574 0.004
C 0.894 0.544 0.024